46
Properties=species:S:1:pos:R:3:forces:R:3 method="wB97M-V/def2-TZVPD" e_homo_ev=-8.682
O 0.64971 -0.92146 2.84238 1.975 -2.027 0.771
O -2.15483 -3.76572 -2.70779 -0.436 0.264 1.119
O -0.29780 1.10202 -0.90956 0.640 0.940 -0.249
O 1.81873 -0.44845 -2.81366 -4.254 -1.727 0.687
S 3.04498 4.26271 2.44278 -1.424 0.785 -0.440
C -0.22780 -0.17260 3.14110 -2.652 0.290 -1.305
C -2.29345 -3.69806 -1.48030 2.065 0.451 -1.990
C 0.34793 0.50609 -0.04790 -3.420 1.350 -1.317
C 0.64729 -0.97467 -2.74354 3.504 1.397 -1.644
N -3.45692 -3.64691 -0.84838 -1.221 0.158 1.197
N -0.08717 -1.18575 -3.90432 -0.857 -0.951 2.293
N -0.41490 0.90365 2.31050 0.701 0.429 0.053
N 0.46393 -0.80613 -0.24189 1.549 -1.230 1.018
C 2.88306 5.82360 1.47010 2.840 -0.677 -0.295
C -1.36298 -0.51453 4.16497 2.302 2.143 1.384
C 0.14580 -0.59062 -5.20229 2.516 0.953 1.545
C 1.30432 3.60668 2.36019 0.034 -2.228 1.860
C -1.05520 -3.63437 -0.58335 0.937 -1.359 0.188
C 0.85934 2.74692 1.13901 -1.314 1.304 -0.641
C 0.21607 -2.99615 -1.19452 -1.963 -1.191 -1.561
C 0.62341 1.22544 1.26715 1.788 -0.128 1.465
C -0.00110 -1.50557 -1.40619 0.711 0.937 -0.899
H -4.32865 -3.45018 -1.38249 1.071 -0.544 1.018
H -3.35504 -3.70714 0.18333 -1.015 0.347 -1.339
H -0.96350 -1.71536 -3.78306 0.738 0.486 -0.067
H -1.28348 1.40753 2.39746 0.275 0.396 -0.322
H 0.57491 -1.41455 0.53622 0.764 -0.043 0.855
H 3.90525 6.35859 1.37535 -1.692 -0.803 0.736
H 2.10493 6.43873 1.81352 -0.768 0.922 0.745
H 2.68968 5.54535 0.46665 -0.451 -0.293 -1.077
H -2.00799 -1.28193 3.82447 -0.251 -0.962 -0.350
H -1.96462 0.38259 4.35536 0.009 -0.160 -0.074
H -0.84760 -0.74108 5.15804 -0.818 -0.121 -1.397
H 1.10646 -0.93995 -5.64368 -0.480 0.448 0.405
H -0.60650 -0.88431 -5.84649 -1.689 -0.480 -1.209
H 0.14901 0.50938 -5.05298 0.180 -0.569 -0.521
H 0.42442 4.21226 2.72147 1.437 0.221 -0.540
H 1.39842 2.87024 3.20598 -0.080 0.523 -0.438
H -0.74774 -4.71677 -0.40240 -0.635 1.196 0.216
H -1.21423 -3.10480 0.36766 -0.400 -0.472 -0.039
H -0.12265 3.18074 0.90793 0.170 -0.117 -0.592
H 1.52072 2.99828 0.30697 -0.174 -0.462 -0.135
H 0.38020 -3.51021 -2.16642 0.067 0.435 0.548
H 0.97442 -3.31988 -0.51642 1.062 0.531 0.261
H 1.61872 0.85184 1.58180 -0.759 -0.265 0.585
H -1.05758 -1.28549 -1.46277 -0.581 -0.098 -0.509